# 1
Molecular formula: C6H10ClO2P
Method: DFT, wB97M-V/def2-TZVPD

XYZ file:
```
20
Properties=species:S:1:pos:R:3:forces:R:3:nbo_charge:R:1
C 0.661235 0.251026 1.190021 2.1 0.9 0.5 -0.359
C 1.993845 0.451410 1.439572 -1.5 -0.8 -1.7 -0.431
C 0.257880 -0.263056 -0.122571 1.1 0.3 1.1 0.581
C 0.839879 -1.590672 -0.334107 -1.6 -0.6 -2.3 -0.742
C -1.511730 1.629362 -0.448297 -1.2 -1.8 0.6 -0.612
C -0.913145 0.211525 -0.886538 0.4 2.3 0.3 -0.550
O 4.080175 1.627485 0.126679 0.0 -0.9 0.3 -1.061
O 2.145949 0.591399 -1.178901 -1.5 -0.8 -0.2 -1.063
P 3.108848 0.527296 -0.035777 0.6 1.0 0.5 2.104
Cl 4.049333 -1.407736 -0.065046 -0.2 1.0 0.1 -0.387
H -0.097023 0.426190 1.949932 -0.1 0.0 -0.2 0.258
H 2.442029 0.683120 2.365119 0.0 0.3 1.1 0.237
H -0.045444 -2.290161 -0.319169 1.0 0.2 0.5 0.255
H 1.661635 -1.775991 0.331214 -0.2 -0.6 0.1 0.268
H 1.164029 -1.620294 -1.391769 0.0 -0.3 0.5 0.286
H -0.608997 2.198709 -0.507030 0.0 1.4 -0.3 0.229
H -1.951297 1.757071 0.605839 0.8 -0.7 -1.4 0.213
H -2.374640 1.856881 -1.147678 1.5 0.2 0.6 0.232
H -0.451660 0.460681 -1.874109 -0.6 -0.8 0.3 0.295
H -1.631846 -0.580358 -0.915117 -0.4 -0.6 -0.5 0.248
```
Forces are in eV/Å.

As for the frontier orbital gap: 8.0974 eV. For the HOMO energy, the calculation gives -9.960 eV. The calculated total energy is -1186.62453 hartree. Its spin multiplicity is 1. As for the energy relative to the best compared isomer or geometry (same formula, charge and spin): 40.9 kcal/mol.

***

# 2
Molecular formula: C43H42N5P2SW
Method: DFT, wB97M-V/def2-TZVPD

XYZ file:
```
94
Properties=species:S:1:pos:R:3:forces:R:3:lowdin_charge:R:1
W -0.341088 -0.357494 1.815300 -0.3 -0.7 -0.1 1.106
C -1.890429 -3.229669 4.309486 0.0 0.0 0.0 -0.031
C -2.388836 -1.871886 3.904009 0.0 -0.1 0.0 -0.302
C -1.528195 -0.753175 3.962894 0.1 0.0 0.1 -0.187
C -1.982129 0.525589 3.597162 -0.1 0.1 0.0 -0.184
C -3.290889 0.681955 3.121944 -0.1 0.0 0.0 -0.085
C -4.125201 -0.412263 3.056946 0.0 0.0 0.0 -0.052
C -3.679310 -1.675266 3.458971 0.0 0.0 0.0 -0.040
H -1.084966 -3.562592 3.650786 0.0 0.0 0.0 0.079
H -2.686746 -3.969515 4.258799 0.0 0.0 0.0 0.085
H -1.501209 -3.215956 5.329017 0.0 0.0 0.0 0.091
H -0.570676 -0.856388 4.471324 0.0 0.0 0.0 0.117
H -1.368428 1.392724 3.801594 0.0 0.0 0.0 0.102
H -3.649450 1.663866 2.842184 0.0 0.0 0.0 0.112
H -5.142409 -0.294764 2.706590 0.0 0.0 0.0 0.117
H -4.359063 -2.517413 3.412648 0.0 0.0 0.0 0.124
C -0.346510 -1.683929 -5.740316 0.0 0.0 0.0 -0.400
S 1.026036 -0.513327 -5.614351 0.0 0.0 0.0 0.816
C 0.163118 0.941450 -4.952499 0.0 0.0 0.0 -0.484
C 0.344454 1.135103 -3.448236 0.0 0.1 0.0 -0.255
C -0.162816 -0.075817 -2.691115 0.1 0.0 0.0 -0.260
N -0.019276 -0.017740 -1.226131 0.0 0.0 -0.1 -0.380
P 0.868608 -1.067983 -0.209827 0.0 0.1 0.0 0.899
C 2.614423 -0.730133 -0.521736 0.0 0.0 0.0 -0.316
C 3.385911 -1.557833 -1.335568 0.0 0.0 0.0 -0.065
C 4.704065 -1.221116 -1.608674 0.0 0.0 0.0 -0.059
C 5.255380 -0.067829 -1.067938 0.0 0.0 0.0 -0.061
C 4.490465 0.757640 -0.253356 0.0 0.0 0.0 -0.059
C 3.173039 0.428959 0.017169 0.0 0.0 0.0 -0.101
C 0.664789 -2.805600 -0.664501 0.1 0.0 0.1 -0.376
C 1.200928 -3.690570 0.278119 0.0 0.0 -0.1 -0.112
C 1.128378 -5.056946 0.075310 0.0 0.0 0.0 -0.062
C 0.505919 -5.556134 -1.064181 0.0 0.0 0.0 -0.057
C -0.035491 -4.685429 -1.993566 0.0 0.0 0.0 -0.060
C 0.047247 -3.310297 -1.801442 -0.1 0.0 0.0 -0.095
P -0.785395 1.023174 -0.128340 -0.1 0.0 -0.1 0.883
C -2.392904 1.375299 -0.900222 0.0 0.1 0.0 -0.311
C -2.778819 2.671755 -1.242920 0.0 0.0 0.0 -0.075
C -3.991027 2.892549 -1.881945 0.0 0.0 0.0 -0.060
C -4.821009 1.826267 -2.195915 0.0 0.0 0.0 -0.058
C -4.434535 0.531837 -1.877192 0.0 0.0 0.0 -0.052
C -3.230757 0.310717 -1.231081 0.0 0.1 0.0 -0.097
C -0.001797 2.644397 0.028957 -0.1 0.1 0.0 -0.373
C 1.119911 3.050911 -0.678274 0.0 0.0 0.0 -0.087
C 1.648198 4.320137 -0.466318 0.0 0.0 0.0 -0.055
C 1.048881 5.184762 0.436687 0.0 0.0 0.0 -0.067
C -0.072924 4.778305 1.152601 0.0 0.0 0.0 -0.069
C -0.588557 3.508361 0.959125 0.1 0.0 0.0 -0.131
H 0.068751 -2.608065 -6.139162 0.0 0.0 0.0 0.036
H -1.099845 -1.314187 -6.433865 0.0 0.0 0.0 0.042
H -0.812312 -1.894015 -4.776981 0.0 0.0 0.0 0.010
H -0.895236 0.842281 -5.202376 0.0 0.0 0.0 0.084
H 0.539287 1.812972 -5.486521 0.0 0.0 0.0 0.074
H -0.192287 2.039307 -3.141338 0.0 0.0 0.0 0.110
H 1.406159 1.278559 -3.227673 0.0 0.0 0.0 0.106
H 0.409156 -0.933431 -3.040791 0.0 0.0 0.0 0.070
H -1.214538 -0.257664 -2.932169 0.0 0.0 0.0 0.115
H 2.961349 -2.459810 -1.757048 0.0 0.0 0.0 0.108
H 5.300707 -1.861525 -2.244427 0.0 0.0 0.0 0.112
H 6.285759 0.186841 -1.279221 0.0 0.0 0.0 0.111
H 4.921664 1.652578 0.177161 0.0 0.0 0.0 0.111
H 2.576203 1.071508 0.650416 0.0 0.0 0.0 0.061
H 1.680443 -3.302324 1.170828 0.0 0.0 0.0 0.103
H 1.550354 -5.733333 0.806954 0.0 0.0 0.0 0.110
H 0.438043 -6.624699 -1.219204 0.0 0.0 0.0 0.112
H -0.541202 -5.064170 -2.871863 0.0 0.0 0.0 0.115
H -0.410403 -2.663575 -2.533186 0.0 0.0 0.0 0.070
H -2.137554 3.514518 -1.027737 0.0 0.0 0.0 0.098
H -4.279862 3.901806 -2.143671 0.0 0.0 0.0 0.112
H -5.761990 2.001326 -2.700526 0.0 0.0 0.0 0.113
H -5.061089 -0.309925 -2.141276 0.0 0.0 0.0 0.113
H -2.932438 -0.699723 -1.011619 0.0 -0.1 0.0 0.058
H 1.600899 2.377292 -1.371813 0.0 0.0 -0.1 0.085
H 2.528914 4.631311 -1.012921 0.0 0.0 0.0 0.115
H 1.457517 6.175093 0.590089 0.0 0.0 0.0 0.113
H -0.536413 5.446580 1.866355 0.0 0.0 0.0 0.115
H -1.450400 3.180353 1.530232 0.0 0.0 0.0 0.107
N 0.959515 0.535802 2.564175 0.1 0.6 -0.3 -0.174
C 2.015806 1.233382 3.137220 0.1 -0.2 0.2 -0.352
C 2.280713 2.552088 2.772485 -0.1 0.1 -0.1 -0.033
C 3.353038 3.221043 3.339743 0.0 0.0 0.0 -0.062
C 4.162199 2.590086 4.275616 0.0 0.0 0.0 -0.072
C 3.898439 1.275800 4.639492 0.0 0.0 0.0 -0.070
C 2.835945 0.597003 4.069306 0.0 -0.1 0.0 -0.028
H 1.651298 3.041749 2.041673 0.0 0.0 0.1 0.073
H 3.555225 4.244127 3.050147 0.0 0.0 0.0 0.109
H 4.995339 3.119335 4.718089 0.0 0.0 0.0 0.109
H 4.527714 0.776695 5.364240 0.0 0.0 0.0 0.110
H 2.632624 -0.434010 4.331684 0.0 0.0 0.0 0.111
N -1.728352 -1.782057 1.027330 0.2 0.2 0.2 0.002
C -2.341789 -2.538962 0.365047 -0.1 -0.1 0.0 -0.327
N -3.047863 -3.358268 -0.280286 0.1 0.1 -0.1 0.135
C -3.106721 -3.230827 -1.608658 0.0 0.0 0.1 -0.376
N -3.181711 -3.117563 -2.755960 0.0 0.0 0.0 0.148
```
Forces are in eV/Å.

As for the frontier orbital gap: 6.9041 eV. Its charge is +1. For the HOMO energy, the calculation gives -10.442 eV. The calculated total energy is -3085.38135 hartree. Its spin multiplicity is 1. As for the energy relative to the best compared isomer or geometry (same formula, charge and spin): 0.0 kcal/mol.

***

# 3
Molecular formula: C13H17NO4S
Method: DFT, wB97M-V/def2-TZVPD

XYZ file:
```
36
Properties=species:S:1:pos:R:3:forces:R:3:nbo_charge:R:1
C 5.558513 0.018806 -0.875616 -0.5 0.2 0.2 -0.741
S 4.242957 1.244694 -0.636019 0.1 0.1 0.2 0.177
C 3.686780 0.800331 1.044464 0.2 0.0 -0.5 -0.522
C 2.961341 -0.536606 1.100077 -0.1 0.1 -0.2 -0.422
C 1.713498 -0.558201 0.225642 0.0 -0.4 -0.3 -0.176
N 0.648752 0.220725 0.839708 0.1 0.1 0.2 -0.619
C -0.384967 0.721208 0.136630 0.2 -0.1 0.3 0.905
O -0.636951 0.400642 -1.010698 -0.1 0.2 -0.3 -0.682
O -1.097579 1.591812 0.860850 0.2 0.0 0.1 -0.505
C -2.290543 2.079024 0.235155 -0.3 0.1 -0.3 -0.104
C -3.319081 0.991889 0.064285 0.1 0.0 0.0 0.030
C -3.600243 0.137413 1.122991 0.0 0.1 0.0 -0.245
C -4.527313 -0.877820 0.973695 0.0 0.0 0.1 -0.190
C -5.185744 -1.042817 -0.233060 -0.1 -0.1 0.0 -0.213
C -4.910275 -0.192476 -1.290000 -0.1 0.0 -0.1 -0.202
C -3.976685 0.818628 -1.144673 0.0 0.1 0.1 -0.225
C 1.255570 -2.013233 -0.054092 0.4 0.7 0.2 0.787
O 1.838882 -2.963114 0.388649 0.0 -0.2 0.0 -0.586
O 0.201449 -2.120578 -0.839045 -0.5 -0.2 -0.4 -0.682
H 6.063996 0.287382 -1.797121 0.1 0.0 -0.1 0.235
H 6.253232 0.069342 -0.042154 0.1 -0.1 0.0 0.214
H 5.132767 -0.976120 -0.966506 0.1 -0.1 0.0 0.215
H 3.031171 1.618864 1.341188 0.0 0.1 0.1 0.219
H 4.562910 0.795178 1.693014 -0.1 0.1 0.1 0.222
H 2.685529 -0.760081 2.133505 0.0 -0.1 0.0 0.215
H 3.619969 -1.339656 0.766936 -0.1 0.0 0.1 0.244
H 1.944631 -0.106936 -0.753009 0.0 -0.1 0.2 0.241
H 0.765249 0.519856 1.794559 -0.1 0.0 0.0 0.412
H -2.035913 2.517736 -0.734637 -0.1 0.0 0.2 0.202
H -2.647855 2.859999 0.911643 0.1 -0.1 -0.1 0.207
H -3.082685 0.268423 2.062813 0.0 0.0 0.1 0.214
H -4.735793 -1.540620 1.800386 0.0 -0.1 0.1 0.214
H -5.908915 -1.835970 -0.350261 -0.1 -0.1 0.0 0.215
H -5.417097 -0.321917 -2.234566 0.0 0.0 -0.1 0.215
H -3.751730 1.471615 -1.974660 0.1 0.1 -0.1 0.213
H -0.165043 -1.241274 -1.118709 0.3 -0.2 0.2 0.516
```
Forces are in eV/Å.

As for the frontier orbital gap: 9.3759 eV. For the HOMO energy, the calculation gives -8.837 eV. As for the SMILES: CSCC[C@H](NC(=O)OCc1ccccc1)C(=O)O. The calculated total energy is -1259.53093 hartree. Its spin multiplicity is 1. As for the energy relative to the best compared isomer or geometry (same formula, charge and spin): 0.7 kcal/mol.

***

# 4
Molecular formula: C14H28O28S7
Method: DFT, wB97M-V/def2-TZVPD

XYZ file:
```
77
Properties=species:S:1:pos:R:3:forces:R:3:lowdin_charge:R:1
C 5.094059 -2.042486 2.077669 -1.9 1.2 -0.8 -0.175
C 5.413073 -1.118029 0.861589 1.1 0.7 0.4 -0.090
O 6.378236 -1.890035 0.056355 -1.1 0.5 -0.9 -0.200
S 6.955685 -3.101896 0.854675 1.9 -0.1 1.0 0.583
O 8.051805 -2.580565 1.618340 -0.3 -0.3 -0.2 -0.237
O 7.157163 -4.315941 0.125411 -0.8 1.2 0.1 -0.215
O 5.714071 -3.261785 1.804424 -0.5 -1.4 0.4 -0.179
H 3.985647 -2.156131 2.083934 0.8 -0.5 0.0 0.118
H 5.336251 -1.648356 3.045221 0.8 0.2 0.4 0.123
H 5.911457 -0.127032 1.126493 -0.7 -1.4 -0.3 0.155
H 4.502967 -0.948750 0.274516 0.5 -0.1 -0.2 0.105
C -3.778422 6.770596 -1.480924 0.2 1.5 -0.6 -0.124
C -3.573411 5.474801 -2.278605 0.3 -0.4 0.3 -0.138
O -2.148642 5.178597 -2.318838 -0.5 0.6 -0.6 -0.184
S -1.526836 5.940235 -1.102762 1.4 0.8 -0.1 0.561
O -0.156613 6.238559 -1.335785 -0.3 0.2 -0.5 -0.225
O -1.848091 5.204131 0.051016 -0.8 -0.1 1.3 -0.202
O -2.403887 7.298609 -1.242766 -0.8 -1.8 0.3 -0.187
H -4.378654 6.693798 -0.558163 0.7 -0.2 -0.3 0.135
H -4.256456 7.527072 -2.141243 0.4 -0.4 0.6 0.136
H -3.904847 5.597915 -3.277618 -0.1 0.1 -1.0 0.119
H -4.050968 4.613945 -1.861916 -0.4 -0.4 0.5 0.124
C 3.285880 4.809933 -1.920152 -1.5 2.6 1.7 -0.189
C 2.296572 3.810919 -2.438694 0.2 -1.0 -0.2 -0.108
O 2.049292 2.874392 -1.310884 -0.1 0.4 -1.4 -0.180
S 3.329901 2.847833 -0.393544 0.2 1.5 -0.8 0.568
O 4.389036 2.093927 -0.946692 0.3 -0.8 -0.4 -0.214
O 2.927233 2.624228 0.937148 -0.3 -0.1 0.7 -0.213
O 3.680585 4.394613 -0.647685 0.6 -1.4 2.2 -0.189
H 2.753419 5.772295 -1.629640 0.6 -0.8 -1.2 0.154
H 4.162071 4.995347 -2.477078 0.7 0.1 -1.1 0.120
H 2.680762 3.311117 -3.332087 -0.2 -0.5 0.4 0.136
H 1.401860 4.338152 -2.687567 -0.9 -0.2 0.1 0.111
C 0.100321 0.262034 1.740567 1.0 0.3 3.0 -0.148
C 1.307703 -0.374799 2.549698 0.3 0.8 -0.1 -0.079
O 1.724812 -1.512360 1.737664 0.4 0.0 0.8 -0.213
S 1.141706 -1.355184 0.318971 -0.8 -2.6 -2.7 0.523
O 0.150340 -2.381670 0.195372 -0.1 0.1 0.0 -0.229
O 2.062693 -1.255295 -0.766208 0.6 0.0 0.7 -0.214
O 0.504752 0.031410 0.431513 -0.7 1.1 -0.8 -0.159
H 0.217874 1.312077 1.956406 -0.5 0.5 -0.3 0.133
H -0.900550 -0.113678 2.023280 0.8 0.0 -0.5 0.118
H 1.061341 -0.676153 3.597396 0.3 0.0 -1.1 0.145
H 2.231764 0.262023 2.442155 -1.3 0.0 0.8 0.139
C -4.140723 -1.838355 1.164274 -0.2 0.2 0.7 -0.149
C -4.894677 -1.698022 -0.117897 -2.5 1.2 1.4 -0.159
O -5.122500 -3.010206 -0.547011 0.1 -0.6 -1.3 -0.154
S -4.876414 -4.055069 0.574594 0.6 -2.1 1.2 0.575
O -3.650611 -4.797763 0.440865 -0.4 1.0 -0.6 -0.238
O -6.054032 -4.810261 0.740034 -0.7 -0.2 0.2 -0.204
O -4.705826 -3.032606 1.765791 0.3 0.2 -0.6 -0.163
H -4.416051 -1.084932 1.854891 0.0 1.0 0.6 0.130
H -3.075948 -1.871964 1.075281 0.7 -0.5 -0.1 0.108
H -4.457441 -1.161311 -0.898177 1.1 0.8 -1.1 0.107
H -5.890256 -1.184052 0.126609 1.1 -0.9 -0.5 0.165
C -0.928849 -1.303850 -2.798026 -0.8 -1.4 -2.0 -0.155
C 0.031349 -0.292527 -3.299218 0.8 1.4 -0.3 -0.142
O -0.463252 0.940801 -2.719240 -0.7 0.6 -0.9 -0.192
S -2.068127 0.949673 -2.910210 1.4 -0.4 2.3 0.578
O -2.537033 1.345202 -4.174832 0.2 -0.2 -1.3 -0.203
O -2.610021 1.609631 -1.783641 -0.3 0.3 0.5 -0.229
O -2.167803 -0.615268 -2.662278 -1.1 0.2 0.2 -0.184
H -0.677149 -1.914183 -1.972470 0.2 0.2 1.5 0.097
H -1.140260 -2.026479 -3.574738 0.2 -0.3 -0.4 0.135
H 0.031088 -0.202696 -4.395601 -0.1 0.0 0.3 0.140
H 1.047912 -0.363066 -2.950717 0.2 -0.4 0.2 0.122
C -1.786808 -5.409330 2.820644 0.5 -0.6 -1.4 -0.159
C -0.541612 -4.985783 2.032690 -1.0 0.3 0.4 -0.109
O 0.081929 -3.962863 2.870598 -0.2 -0.7 -0.5 -0.176
S -1.028828 -3.139023 3.609550 0.3 0.5 -0.6 0.560
O -1.452367 -1.994810 2.886772 -0.8 0.1 -1.3 -0.246
O -0.541436 -2.774689 4.874638 0.3 -1.0 1.8 -0.202
O -2.158663 -4.238639 3.533439 -0.6 0.0 0.9 -0.154
H -1.517178 -6.265504 3.401849 0.1 0.0 1.5 0.119
H -2.583836 -5.822377 2.178974 0.1 1.1 0.1 0.123
H -0.826404 -4.558268 1.076211 0.4 0.0 -0.1 0.116
H 0.088872 -5.849825 2.015392 0.8 0.0 -0.5 0.130
```
Forces are in eV/Å.

As for the frontier orbital gap: 10.9376 eV. For the HOMO energy, the calculation gives -10.743 eV. The calculated total energy is -5444.07229 hartree. Its spin multiplicity is 1. As for the energy relative to the best compared isomer or geometry (same formula, charge and spin): 37.4 kcal/mol.